Density functional theory data (ωB97M-V with the def2-TZVPD basis set) for the molecule C11H10N2.

Properties
Energy relative to the best compared isomer or geometry (same formula, charge and spin) in kJ/mol: 523.55
Energy in a.u.: -534.487540
HOMO-LUMO gap (spin up / spin down) in eV: 7.1 / 6.9

Structure (ORCA input):
```
! wB97M-V def2-TZVPD RIJCOSX def2/J DEFGRID3
* xyz 0 1
C 2.53150 -2.98910 1.43381
C 1.05878 0.36554 -0.97113
C -0.22335 0.75667 -0.67245
C -0.46808 -1.05846 0.91736
C 1.65595 -0.70242 -0.26860
C 0.83968 -1.39125 0.67979
C -1.00659 0.05926 0.26285
C 3.02374 -0.96431 -0.22291
C -2.76666 1.53703 0.66840
C 3.88458 -1.03111 -1.39758
C -4.22036 1.79605 0.80873
N 1.51567 -2.42192 1.25117
N -2.32315 0.37241 0.48293
H 1.64668 0.91140 -1.69339
H -0.66929 1.59207 -1.19415
H -1.07261 -1.61649 1.61500
H -2.10858 2.41108 0.76915
H 4.35244 -2.02058 -1.35923
H 4.70528 -0.32029 -1.28674
H 3.39094 -0.90495 -2.36998
H -4.53083 2.55694 0.09416
H -4.78712 0.88316 0.64567
H -4.42862 2.17929 1.80715
*
```